Record 1
A structure of composition C36H38BrN2OPtSSi. Source: the OMol25 dataset; level of theory: ωB97M-V/def2-TZVPD.

```
81
Properties=species:S:1:pos:R:3:forces:R:3
Pt -0.80925 0.06213 -0.40163 0.1 0.2 -0.2
Br -5.44536 -1.11500 2.97206 0.0 0.0 0.0
S -0.41352 -2.84298 -1.38715 0.0 0.0 0.0
Si 1.67273 1.77299 0.13725 0.0 -0.1 0.2
O -0.62268 -1.98191 -0.12835 0.0 0.0 -0.1
N -1.00355 2.15035 -0.43135 -0.1 0.0 0.1
N -2.94595 -0.27529 -0.15613 -0.1 0.0 0.1
C 1.57985 2.65279 2.84166 0.0 0.0 0.0
C -1.69137 -5.96817 0.82143 0.0 0.0 0.0
C -1.03525 -4.42801 -0.87435 0.0 0.0 0.0
C -1.76828 -6.61214 -1.50002 0.0 0.0 0.0
C 1.32722 -3.18855 -1.44736 0.0 0.0 0.0
C 0.30705 2.89304 -0.54957 0.0 0.0 0.0
C -1.22618 -4.71031 0.46921 0.0 0.0 0.0
C -5.64710 -0.83606 0.14081 0.0 0.0 0.0
C 4.38624 2.40368 0.76639 0.0 0.0 0.0
C -1.65648 2.52796 0.89391 0.0 0.0 0.0
C -2.93576 3.33252 0.72925 0.0 0.0 0.0
C 4.02824 -3.65242 -1.60912 0.0 0.0 0.0
C 1.42001 1.56069 1.98272 0.0 0.0 0.0
C -4.80185 -0.79719 1.23597 0.0 0.0 0.0
C 0.80222 0.21837 3.90664 0.0 0.0 0.0
C -2.71440 4.51777 -0.20389 0.0 0.0 0.0
C 3.30965 -3.38592 -2.76314 0.0 0.0 0.0
C 1.34469 2.53941 4.20399 0.0 0.0 0.0
C 2.03354 -3.45564 -0.28173 0.0 0.0 0.0
C -1.95594 -6.91589 -0.15868 0.0 0.0 0.0
C 1.94373 -3.14274 -2.68600 0.0 0.0 0.0
C 3.68212 3.02579 -1.43763 0.0 0.0 0.0
C 1.18677 0.25472 -0.78590 0.0 0.0 -0.1
C 5.66557 2.86484 0.48735 0.0 0.0 0.0
C -2.21517 4.03938 -1.58240 0.0 0.0 0.0
C -3.45826 -0.51870 1.05164 0.0 0.0 0.0
C -3.75340 -0.33080 -1.22157 0.0 -0.1 0.0
C -1.31080 -5.35600 -1.86726 0.0 0.0 0.0
C -5.10378 -0.60443 -1.11250 0.0 0.0 0.0
C 3.37071 2.47649 -0.18947 0.0 0.1 -0.1
C 0.95221 1.31884 4.73798 0.0 0.0 0.0
C 3.39394 -3.68431 -0.36970 0.0 0.0 0.0
C 1.03281 0.34118 2.54196 0.0 0.0 0.0
C 5.95115 3.41048 -0.75530 0.0 0.0 0.0
C 4.95677 3.49148 -1.72073 0.0 0.0 0.0
C -1.88252 2.55208 -1.57165 0.0 0.0 0.0
H 0.90572 -0.52605 1.90221 0.0 0.0 0.0
H 3.96528 -3.88683 0.52605 0.0 0.0 0.0
H 6.94733 3.77368 -0.97211 0.0 0.0 0.0
H 1.47251 3.39827 4.85032 0.0 0.0 0.0
H -3.28735 -0.15693 -2.18239 0.0 0.0 0.0
H -1.97929 5.18724 0.24946 0.0 0.0 0.0
H 1.76566 -0.64159 -0.55728 0.0 0.0 0.1
H 1.52662 -3.46320 0.67500 0.0 0.0 0.0
H -2.97858 4.19166 -2.34726 0.0 0.0 0.0
H -5.72064 -0.63771 -1.99919 0.0 0.0 0.0
H -0.92734 3.10450 1.46113 0.0 0.0 0.0
H 3.80963 -3.35351 -3.72141 0.0 0.0 0.0
H -1.84918 -6.20857 1.86419 0.0 0.0 0.0
H -3.63262 5.09508 -0.30624 0.0 0.0 0.0
H -6.70004 -1.04768 0.26596 0.0 0.0 0.0
H 4.17639 1.98512 1.74424 0.0 0.0 0.0
H 0.51114 3.06127 -1.61007 0.0 -0.1 0.0
H 1.28096 0.44268 -1.86520 0.1 0.0 0.0
H -2.31772 -7.89509 0.12474 0.0 0.0 0.0
H 2.92089 3.09112 -2.20887 0.0 0.0 0.0
H -1.37510 2.24977 -2.48721 0.0 0.0 0.0
H -1.16880 -5.10449 -2.91168 0.0 0.0 0.0
H -1.98534 -7.34915 -2.26101 0.0 0.0 0.0
H 0.20441 3.87419 -0.08373 0.0 0.0 -0.1
H 0.50906 -0.73745 4.32315 0.0 0.0 0.0
H -1.83710 1.62190 1.46623 0.0 0.0 0.0
H 0.77182 1.22530 5.80108 0.0 0.0 0.0
H -3.24192 3.67056 1.72057 0.0 0.0 0.0
H 1.89854 3.61125 2.44194 0.0 0.0 0.0
H -3.74615 2.69719 0.35883 0.0 0.0 0.0
H 5.17633 3.91722 -2.69134 0.0 0.0 0.0
H -2.77268 -0.49336 1.88903 0.0 0.0 0.0
H 1.37207 -2.90709 -3.57522 0.0 0.0 0.0
H 6.43921 2.80065 1.24163 0.0 0.0 0.0
H -1.34870 4.61873 -1.90062 0.0 0.0 0.0
H -2.79940 1.97210 -1.49945 0.0 0.0 0.0
H 5.09332 -3.83175 -1.66959 0.0 0.0 0.0
H -1.02929 -3.95356 1.21643 0.0 0.0 0.0
```
Forces are in eV/Å.

Calculated values
- electronic energy (eV) = -134973.9951
- spin multiplicity = 1
- max |F| (Eh/bohr) = 0.0061
- orbital gap (eV) = 8.463
- energy relative to the best compared isomer or geometry (same formula, charge and spin) (kcal per mole) = 0.0
- LUMO energy (hartree) = -0.088
- total charge = +1

Mulliken population analysis, charges in e, atoms 1 to 5: Pt 0.725; Br -0.141; S -0.229; Si -1.033; O -0.154

***

Record 2
A structure of composition C36H38F3N5O8SeSiTi at a distorted geometry. Source: the OMol25 dataset; level of theory: ωB97M-V/def2-TZVPD.

```
93
Properties=species:S:1:pos:R:3:forces:R:3
Se -0.29528 -2.22716 2.02692 0.1 -0.5 0.8
Ti -0.33048 -0.25788 -0.34660 1.5 1.8 -1.2
Si 2.63636 -0.33626 -2.17227 0.2 0.0 0.1
F -2.91148 4.07430 -5.40486 0.0 0.0 0.0
F -3.20062 5.34226 -3.66771 0.0 0.0 0.0
F -1.30377 5.35750 -4.68262 0.0 0.0 0.0
O 1.32354 1.73633 0.73687 -0.2 0.0 -0.5
O -0.91143 -3.23474 0.92720 0.0 0.1 0.0
O -1.39040 -1.39770 2.89419 0.0 0.0 0.0
O 1.28966 -0.11272 -1.35172 -0.2 -0.2 0.0
O -0.79070 -1.59908 -1.51370 -0.5 -0.4 -0.4
O 0.54947 -0.97851 1.11590 -0.3 -0.5 0.5
O -2.14466 -0.47631 0.05248 -0.9 -0.5 0.1
O 0.86046 -2.87756 2.95878 0.0 0.1 -0.1
N -2.06193 -2.01030 -1.64939 0.0 -0.1 0.0
N -0.98339 1.33622 -1.65693 0.1 0.5 0.1
N 1.37106 1.96254 2.97426 0.1 0.0 0.2
N -1.47920 1.78657 1.45651 0.0 -0.1 0.1
N -2.78793 -1.34144 -0.74900 -0.2 -0.1 -0.1
C -4.84664 -2.23748 -1.62381 0.0 0.0 0.0
C 4.10781 -1.02930 0.10389 -0.1 0.0 0.0
C -6.94729 -1.54300 -0.64564 0.0 0.0 0.0
C 2.59672 2.40556 -2.72826 0.0 0.0 0.0
C 3.46238 1.35761 -2.39306 0.0 0.0 0.0
C 4.42054 3.96847 -2.82906 0.0 0.0 0.0
C -1.81416 3.40572 -3.43702 0.0 0.0 0.0
C 3.32895 2.60965 1.66850 0.0 0.0 0.0
C 4.98872 -2.01036 -2.04285 0.0 0.0 0.0
C 3.05644 -1.25031 -6.23191 0.0 0.0 0.0
C -1.82267 2.76970 3.60257 0.0 0.1 0.0
C 1.91762 2.06508 1.73835 0.2 0.0 0.3
C -4.87021 -0.66916 0.22921 0.0 0.0 0.0
C -2.17681 2.04749 -3.63857 0.0 0.0 0.0
C -4.15517 -1.41542 -0.71866 0.0 0.0 0.1
C -0.98700 3.66731 -2.30308 0.0 0.0 0.0
C 1.10332 -1.52217 -4.27950 0.0 0.0 0.0
C -1.75492 1.08568 -2.76986 0.0 -0.1 0.0
C 2.86266 -2.84624 -1.06152 0.0 0.0 0.0
C -2.29124 4.49154 -4.27532 0.0 0.0 0.0
C 2.33054 -0.95126 -3.93284 -0.1 0.1 0.0
C 4.82072 1.65856 -2.28286 0.0 0.0 0.0
C 0.12468 1.23083 3.20950 0.0 -0.1 0.0
C 1.83070 -1.81848 -6.55639 0.0 0.0 0.0
C -0.60662 2.64726 -1.48739 0.0 0.0 0.0
C 3.06304 3.69411 -2.94281 0.0 0.0 0.0
C -2.96358 3.41283 3.15702 0.0 0.0 0.0
C 5.29971 2.94722 -2.49801 0.0 0.0 0.0
C -6.22742 -2.28728 -1.57483 0.0 0.0 0.0
C 3.73272 -1.59645 -1.27130 0.0 0.0 0.0
C -1.10241 1.96551 2.72343 0.0 0.0 0.1
C 3.29578 -0.81874 -4.93460 0.0 0.0 0.0
C 0.85544 -1.95151 -5.57840 0.0 0.0 0.0
C -6.25005 -0.74055 0.25331 0.0 0.0 0.0
C -3.35121 3.23064 1.84157 0.0 0.0 0.0
C -2.57774 2.40945 1.03445 0.1 -0.1 0.0
H 2.36139 4.48145 -3.19289 0.0 0.0 0.0
H 4.73626 -2.42787 -3.02041 0.0 0.0 0.0
H 0.04578 1.09013 4.28692 0.0 -0.1 0.0
H -0.10680 -2.38497 -5.82463 0.0 0.0 0.0
H -4.32144 -0.07025 0.94102 0.0 0.0 0.0
H 6.36018 3.15382 -2.40208 0.0 0.0 0.0
H -2.01538 0.05005 -2.94476 0.0 0.0 0.0
H 0.33647 -1.62666 -3.51994 0.0 0.0 0.0
H 5.68178 -1.18079 -2.20416 0.0 0.0 0.0
H -4.23679 3.70377 1.43911 0.0 0.0 0.0
H 1.53300 2.20884 -2.80855 0.0 0.0 0.0
H 3.20492 -0.80239 0.67743 0.0 0.0 0.0
H -1.48659 2.87528 4.62691 0.0 0.0 0.0
H -0.63185 4.66963 -2.09554 0.0 0.0 0.0
H 1.63537 -2.14676 -7.57113 0.0 0.0 0.0
H 4.25009 -0.35474 -4.70201 0.0 0.0 0.0
H 5.52725 0.88373 -2.01011 0.0 0.0 0.0
H 0.14995 0.24801 2.74072 0.1 0.3 0.1
H 3.62985 3.13619 2.57538 0.0 0.0 0.0
H 4.68997 -1.76674 0.67085 0.0 0.0 0.0
H 3.40842 -3.58297 -0.45948 0.0 0.0 0.0
H 3.39684 3.27686 0.81089 0.0 0.0 0.0
H -2.77501 1.75519 -4.49122 0.0 0.0 0.0
H 4.70555 -0.11573 0.01999 0.0 0.0 0.0
H 1.99640 2.06582 3.75280 0.0 0.0 0.0
H 0.04994 2.83614 -0.65055 0.0 0.0 0.0
H -2.84990 2.23809 0.00118 0.0 -0.1 -0.1
H 5.52784 -2.78315 -1.47927 0.0 0.0 0.0
H 3.82028 -1.13323 -6.99282 0.0 0.0 0.0
H 4.00858 1.77456 1.49174 0.0 0.0 0.0
H -4.28453 -2.81663 -2.34090 0.0 0.0 0.0
H -6.75437 -2.92212 -2.27851 0.0 0.0 0.0
H 1.93422 -2.61670 -0.53835 0.0 0.0 0.0
H -3.54252 4.03922 3.82554 0.0 0.0 0.0
H 4.79042 4.97405 -2.99541 0.0 0.0 0.0
H -6.79200 -0.16154 0.99248 0.0 0.0 0.0
H 2.60483 -3.31487 -2.01609 0.0 0.0 0.0
H -8.02863 -1.59314 -0.61711 0.0 0.0 0.0
```
Forces are in eV/Å.

Calculated values
- electronic energy (eV) = -166273.7494
- spin multiplicity = 3
- max |F| (Eh/bohr) = 0.0516
- orbital gap (spin up / spin down) (eV) = 4.331 / 7.405
- energy relative to the best compared isomer or geometry (same formula, charge and spin) (kcal per mole) = 25.5
- LUMO energy (spin up / spin down) (hartree) = 0.153 / 0.153
- total charge = -2

Mulliken population analysis, charges in e, atoms 1 to 5: Se 1.081; Ti 0.149; Si -1.641; F -0.320; F -0.317

***

Which of these has the lowest spin multiplicity? C36H38BrN2OPtSSi